The following is a DFT calculation (the ωB97M-V functional and the def2-TZVPD basis) of C18H27N3O3S in the gas phase.

Results
HOMO level ... -0.3140 hartree
SMILES ... COC(=O)[C@H](CCSC)NC(=O)N1CCN(Cc2ccccc2)CC1
Energy relative to the best compared isomer or geometry (same formula, charge and spin) ... 56.5 kJ/mol
Lowest unoccupied orbital energy ... 0.026 Ha
Kohn-Sham gap ... 0.340 hartree

Positions of all 52 atoms, in Å:
1 C 6.1776 0.7576 1.5687
2 O 5.0044 -0.0443 1.6593
3 C 4.1093 0.1076 0.6867
4 O 4.2465 0.8574 -0.2467
5 C 2.8996 -0.8010 0.8592
6 C 3.2528 -2.2237 0.3843
7 C 4.0594 -2.9869 1.4220
8 S 4.6253 -4.6038 0.7983
9 C 6.0644 -4.0704 -0.1718
10 N 1.7985 -0.2705 0.0860
11 C 0.7859 0.3784 0.7739
12 O 0.6828 0.2940 1.9841
13 N -0.0805 1.1099 0.0161
14 C -0.2864 0.9888 -1.4085
15 C -1.5360 0.1473 -1.6889
16 N -2.6835 0.7764 -1.0670
17 C -3.9360 0.1235 -1.4069
18 C -5.1111 0.9650 -0.9872
19 C -6.1978 0.4088 -0.3283
20 C -7.2756 1.1971 0.0383
21 C -7.2732 2.5516 -0.2445
22 C -6.1893 3.1150 -0.8981
23 C -5.1170 2.3259 -1.2698
24 C -2.4866 0.8542 0.3704
25 C -1.2405 1.6839 0.6700
26 H 5.9111 1.8157 1.5753
27 H 6.7176 0.5363 0.6458
28 H 6.7821 0.5102 2.4372
29 H 2.5912 -0.8182 1.9103
30 H 2.3203 -2.7551 0.1881
31 H 3.8042 -2.1583 -0.5574
32 H 3.4466 -3.2073 2.2950
33 H 4.9404 -2.4304 1.7394
34 H 6.5187 -4.9689 -0.5750
35 H 5.7497 -3.4218 -0.9841
36 H 6.7678 -3.5583 0.4792
37 H 2.1076 0.1533 -0.7784
38 H 0.5730 0.5398 -1.9027
39 H -0.4422 1.9955 -1.8114
40 H -1.7036 0.0954 -2.7676
41 H -1.3711 -0.8786 -1.3093
42 H -4.0117 -0.8821 -0.9552
43 H -3.9605 0.0026 -2.4959
44 H -6.2027 -0.6480 -0.1005
45 H -8.1168 0.7523 0.5497
46 H -8.1123 3.1670 0.0447
47 H -6.1828 4.1724 -1.1197
48 H -4.2655 2.7556 -1.7750
49 H -3.3617 1.3300 0.8168
50 H -2.3664 -0.1501 0.8155
51 H -1.0476 1.7076 1.7424
52 H -1.3786 2.7016 0.2931

Force components x, y, z for each atom (eV/Å):
C 0.2 0.3 -0.2
O -0.1 -0.2 0.3
C -0.3 0.0 -0.1
O 0.1 0.1 0.0
C -0.1 -0.1 0.0
C 0.1 0.2 0.3
C 0.2 -0.5 -0.4
S 0.1 0.1 0.1
C -0.5 0.0 0.3
N 0.1 0.0 -0.2
C 0.2 0.0 -0.2
O -0.1 -0.1 0.4
N -0.2 0.2 0.0
C -0.1 -0.3 -0.3
C 0.2 0.2 -0.1
N 0.0 -0.1 -0.1
C 0.1 0.0 -0.1
C -0.1 -0.1 0.0
C 0.1 0.0 -0.1
C -0.1 0.0 0.0
C -0.1 0.0 0.1
C 0.0 0.1 0.0
C 0.0 0.0 0.0
C 0.2 0.3 0.1
C -0.2 -0.1 0.4
H 0.0 -0.1 0.0
H 0.0 0.0 0.1
H 0.0 0.0 0.0
H 0.1 0.0 -0.2
H 0.0 0.1 0.0
H 0.0 -0.1 -0.1
H 0.0 0.1 0.1
H -0.1 0.0 0.1
H 0.1 0.0 -0.1
H 0.1 0.0 -0.1
H 0.1 0.0 0.0
H -0.1 0.0 0.1
H 0.0 0.1 0.0
H 0.1 -0.1 -0.1
H 0.0 0.0 0.0
H 0.0 0.0 0.0
H 0.0 0.1 -0.1
H 0.0 -0.1 0.1
H 0.0 -0.1 0.0
H -0.1 0.0 0.0
H -0.1 0.0 0.0
H 0.0 0.1 0.0
H 0.1 0.1 0.0
H 0.0 0.0 0.0
H 0.0 0.0 0.0
H 0.0 0.1 -0.1
H 0.0 0.0 0.0



The following is a DFT calculation (the ωB97M-V functional and the def2-TZVPD basis) of C18H27N5O2PS3Sn as an isolated structure.

Results
2S+1 ... 2
HOMO level (spin up / spin down) ... -0.2027 / -0.2728 hartree
Energy relative to the best compared isomer or geometry (same formula, charge and spin) ... 0.0 kJ/mol
Lowest unoccupied orbital energy (spin up / spin down) ... 0.012 / 0.004 Ha
Expectation value of S² ... 0.77
Kohn-Sham gap (spin up / spin down) ... 0.215 / 0.277 hartree

Positions of all 57 atoms, in Å:
1 Sn 0.9335 -1.4945 -0.3706
2 C -2.1320 -3.0903 -3.6730
3 C -1.0309 -2.4420 -2.8769
4 N -0.7331 -2.7068 -1.5807
5 N -1.5881 -3.5868 -0.9442
6 C -1.4208 -4.0025 0.2989
7 N -2.3654 -4.8878 0.7597
8 S -0.1246 -3.5417 1.2727
9 C -0.2208 -1.4831 -3.5274
10 C -0.4257 -1.0828 -4.8739
11 C 0.4018 -0.1448 -5.4326
12 C 1.4472 0.4076 -4.6778
13 C 1.5888 -0.0271 -3.3764
14 N 0.7959 -0.9339 -2.8081
15 H -2.7049 -3.8505 -3.1484
16 H -1.7281 -3.5849 -4.5597
17 H -2.8568 -2.3493 -4.0197
18 H -2.3785 -3.9389 -1.4608
19 H -3.3052 -4.8078 0.4018
20 H -2.3184 -5.0468 1.7526
21 H -1.2288 -1.5108 -5.4560
22 H 0.2462 0.1650 -6.4587
23 H 2.1222 1.1455 -5.0850
24 H 2.3732 0.3704 -2.7421
25 C -0.0756 3.6373 -2.7940
26 C -0.9545 2.6404 -2.0787
27 O -0.8765 2.8339 -0.6478
28 P -0.0335 1.7877 0.2248
29 S -1.0901 0.0583 0.1039
30 S 1.8423 1.6756 -0.2376
31 O -0.2308 2.3975 1.6791
32 C -1.5509 2.6168 2.2152
33 C -1.6377 4.0387 2.7126
34 H -0.1544 3.4839 -3.8721
35 H 0.9646 3.5077 -2.4980
36 H -0.3825 4.6583 -2.5654
37 H -0.6791 1.6121 -2.3234
38 H -2.0055 2.7739 -2.3343
39 H -1.6896 1.8948 3.0210
40 H -2.3022 2.4201 1.4495
41 H -0.8604 4.2341 3.4512
42 H -2.6094 4.2152 3.1769
43 H -1.5139 4.7386 1.8865
44 C 2.9318 0.3731 6.2575
45 C 2.4784 -0.0744 4.8965
46 C 1.1820 -0.5200 4.6719
47 C 0.8026 -0.8924 3.3930
48 N 1.6246 -0.8478 2.3474
49 C 2.8659 -0.4194 2.5583
50 C 3.3337 -0.0341 3.8019
51 H 2.2876 -0.0257 7.0400
52 H 2.9072 1.4622 6.3280
53 H 3.9555 0.0558 6.4551
54 H 0.4675 -0.5773 5.4836
55 H -0.2077 -1.2300 3.1888
56 H 3.5076 -0.3767 1.6846
57 H 4.3559 0.3065 3.9100

Force components x, y, z for each atom (eV/Å):
Sn 0.2 0.0 -0.4
C 0.0 0.0 0.0
C 0.1 0.0 0.1
N -0.2 -0.3 -0.1
N 0.1 0.2 0.0
C 0.1 0.0 0.1
N 0.0 0.0 0.1
S -0.1 -0.1 0.0
C -0.1 0.0 0.0
C 0.1 0.0 0.0
C 0.0 0.0 0.0
C 0.0 0.0 0.0
C 0.1 0.0 0.0
N -0.1 0.2 0.2
H 0.0 -0.1 0.0
H 0.0 0.0 0.0
H 0.0 0.0 0.0
H 0.0 0.0 0.0
H 0.0 0.0 0.0
H 0.0 0.0 0.0
H 0.0 0.0 0.0
H 0.0 0.0 0.0
H 0.0 0.0 0.0
H 0.0 0.0 0.0
C 0.0 0.0 0.0
C -0.1 0.0 0.1
O 0.1 0.1 -0.1
P -0.1 -0.1 0.1
S -0.1 -0.3 0.0
S 0.2 0.0 0.0
O 0.1 0.1 0.0
C 0.0 -0.1 0.0
C 0.0 0.0 0.0
H 0.0 0.0 0.0
H 0.0 0.0 0.0
H 0.0 0.0 0.0
H 0.0 0.0 0.0
H 0.0 0.0 0.0
H 0.0 0.0 0.0
H 0.0 0.0 0.0
H 0.0 0.0 0.0
H 0.0 0.0 0.0
H 0.0 0.0 0.0
C 0.0 0.0 0.0
C 0.0 0.0 0.1
C 0.0 0.0 0.0
C 0.0 0.1 0.0
N -0.1 0.0 0.1
C 0.0 0.0 0.0
C 0.0 0.0 0.0
H 0.0 0.0 0.0
H 0.0 0.0 0.0
H 0.0 0.0 0.0
H 0.0 0.0 0.0
H 0.0 0.0 0.0
H 0.0 0.0 0.0
H 0.0 0.0 0.0



The following is a DFT calculation (the ωB97M-V functional and the def2-TZVPD basis) of C18H28BF16N2O18S4Zr as an isolated structure at a distorted geometry.

Results
HOMO level ... -0.1090 hartree
Net charge ... -1
Energy relative to the best compared isomer or geometry (same formula, charge and spin) ... 0.0 kJ/mol
Lowest unoccupied orbital energy ... 0.034 Ha
Kohn-Sham gap ... 0.143 hartree

Positions of all 88 atoms, in Å:
1 Zr -4.3536 19.0538 1.4049
2 N -3.3478 17.6862 2.6391
3 S -1.8001 17.7623 3.1478
4 O -0.8813 16.9165 2.4875
5 O -1.5554 18.3476 4.4072
6 F -1.6269 19.0826 2.2191
7 S -3.7097 16.2943 3.5617
8 O -3.9110 16.4620 4.9472
9 O -3.0393 15.1504 3.0704
10 F -5.1614 16.0953 2.9928
11 N -4.7632 22.8558 -1.0313
12 S -5.5023 21.4347 -1.2731
13 O -6.7911 21.3735 -1.8722
14 O -5.1651 20.4321 -0.2919
15 F -4.5850 20.9974 -2.4907
16 S -5.9635 23.6947 -0.3898
17 O -6.6954 22.9641 0.6083
18 O -6.6790 24.5026 -1.3187
19 F -5.1875 24.7362 0.5034
20 B -6.5169 18.7001 1.6266
21 H -6.2452 18.4708 0.5410
22 H -6.1692 19.7418 1.9715
23 H -7.6990 18.6423 1.7268
24 H -5.9500 17.9551 2.3088
25 O -3.9558 20.9112 2.1041
26 C -3.2691 22.0391 2.5282
27 C -1.9080 22.3266 1.8638
28 O -1.9459 22.5808 0.5580
29 H -3.0868 21.8950 3.6102
30 H -3.8998 22.9362 2.4721
31 H -1.2815 21.4049 2.0385
32 H -1.4293 23.1257 2.4853
33 C -8.3770 21.4495 7.9337
34 C -9.4998 21.4532 6.9209
35 O -8.8784 21.5605 5.6163
36 C -8.9745 22.7176 4.9830
37 O -9.5751 23.6649 5.3766
38 C -8.1460 22.7673 3.6858
39 F -7.4830 23.9185 3.6312
40 F -7.3055 21.7513 3.5672
41 F -9.0037 22.7589 2.6491
42 H -7.8022 20.5279 7.8230
43 H -8.7454 21.5437 8.9557
44 H -7.6438 22.2402 7.7726
45 H -10.1717 22.2958 7.0649
46 H -10.0805 20.5348 6.9001
47 C -9.4939 19.3899 -1.7889
48 C -8.5916 18.1521 -1.6973
49 O -7.8141 18.0234 -2.8932
50 C -6.5376 18.2926 -2.8649
51 O -5.8410 18.3129 -1.8925
52 C -5.9768 18.5002 -4.2876
53 F -6.0994 19.7803 -4.6407
54 F -4.6703 18.2011 -4.3097
55 F -6.6253 17.7448 -5.1758
56 H -10.0689 19.3689 -2.7141
57 H -8.8500 20.2655 -1.7999
58 H -10.1352 19.3568 -0.9093
59 H -9.2066 17.2659 -1.5472
60 H -7.9810 18.2784 -0.8070
61 C -8.5329 17.9699 5.8600
62 C -7.3122 18.3585 5.0550
63 O -6.5347 19.2512 5.8711
64 C -5.3401 19.5442 5.4228
65 O -4.9322 19.3082 4.3238
66 C -4.4810 20.2923 6.4725
67 F -4.1683 21.5183 6.0866
68 F -5.1433 20.3813 7.6414
69 F -3.3759 19.5764 6.6872
70 H -8.2569 17.8351 6.9087
71 H -9.0366 17.0874 5.4760
72 H -9.2500 18.7941 5.8944
73 H -7.5907 18.8778 4.1415
74 H -6.7188 17.4701 4.8375
75 C -2.6627 15.7765 -3.3074
76 C -3.1235 16.3047 -1.9720
77 O -4.2398 15.4909 -1.5025
78 C -4.8303 15.8529 -0.4139
79 O -4.6059 16.8694 0.1881
80 C -5.9877 14.8824 -0.0704
81 F -6.0708 13.8523 -0.8951
82 F -5.9152 14.4703 1.1828
83 F -7.1388 15.5850 -0.1936
84 H -1.8475 16.4026 -3.6695
85 H -3.4953 15.8563 -4.0074
86 H -2.3085 14.7466 -3.3132
87 H -3.5206 17.3123 -2.1132
88 H -2.3346 16.3227 -1.2185

Force components x, y, z for each atom (eV/Å):
Zr -0.5 6.7 -0.3
N 1.0 -4.4 3.7
S 3.3 5.7 -3.1
O -0.3 -1.5 0.6
O -0.6 -1.3 1.1
F -0.2 0.0 -0.4
S -3.6 -1.3 -1.5
O 0.5 0.8 0.4
O 0.9 0.1 -0.1
F 0.0 0.2 0.2
N -2.2 -1.6 0.1
S 3.1 0.9 -1.9
O -0.6 -0.1 0.6
O 0.2 -0.9 0.5
F 0.2 -0.2 0.3
S -0.2 1.7 1.5
O -0.2 -0.4 -0.3
O 0.0 0.0 -0.2
F 0.4 -0.1 -0.5
B -3.0 -0.4 0.6
H 0.7 -0.2 -1.6
H 0.5 1.8 0.3
H -0.1 0.0 0.2
H 0.8 -1.1 0.9
O -0.6 -4.8 -1.7
C 0.3 1.1 1.7
C 0.7 -1.0 -1.2
O -0.3 0.1 -0.1
H 0.1 0.0 -0.1
H -0.2 -0.2 -0.5
H -0.1 0.2 0.6
H -0.3 0.1 0.3
C 0.3 -0.5 0.1
C 0.3 0.7 0.0
O 0.0 -0.7 -0.3
C 0.4 -0.1 0.6
O -0.5 0.7 -0.1
C -0.5 0.5 -0.7
F 0.2 -0.2 0.2
F 0.2 -0.1 0.0
F 0.1 -0.3 0.2
H -0.1 0.0 0.2
H -0.1 -0.1 0.0
H -0.3 0.3 -0.2
H 0.0 0.0 -0.1
H 0.1 -0.1 0.1
C 0.7 -0.7 -0.4
C -0.9 0.8 1.0
O -0.6 0.1 -0.6
C 0.2 -0.5 0.4
O 0.4 0.0 -0.1
C 0.1 0.6 0.2
F -0.1 -0.2 -0.1
F -0.2 -0.2 -0.1
F 0.2 -0.1 -0.1
H -0.2 0.0 0.1
H -0.2 0.2 0.2
H -0.1 0.3 -0.1
H 0.3 -0.3 -0.4
H 0.4 -0.2 -0.2
C -0.2 0.8 0.6
C -0.6 -0.3 -0.1
O 0.0 -0.2 0.7
C -0.1 0.6 -0.4
O 0.4 -0.2 0.0
C -0.4 -0.5 0.4
F 0.1 0.0 -0.2
F 0.1 0.1 0.0
F 0.1 0.3 -0.1
H 0.1 -0.4 -0.1
H 0.1 -0.1 -0.1
H 0.0 -0.1 -0.3
H 0.2 -0.1 -0.1
H 0.2 0.2 -0.2
C -0.2 -0.1 -0.2
C 0.1 0.5 -0.3
O 0.5 -0.6 -0.3
C -0.1 0.1 -0.8
O 0.4 0.4 0.9
C -0.9 0.9 0.1
F 0.3 -0.2 0.1
F 0.2 -0.4 0.0
F 0.3 -0.1 0.0
H -0.1 0.1 0.0
H 0.1 0.0 -0.1
H -0.1 0.0 0.3
H 0.1 0.0 0.2
H -0.2 -0.2 0.1



The following is a DFT calculation (the ωB97M-V functional and the def2-TZVPD basis) of C18H28BN2O5Pt as an isolated structure at a distorted geometry.

Results
2S+1 ... 5
HOMO level (spin up / spin down) ... -0.6528 / -0.6677 hartree
Net charge ... +3
Energy relative to the best compared isomer or geometry (same formula, charge and spin) ... 0.0 kJ/mol
Lowest unoccupied orbital energy (spin up / spin down) ... -0.298 / -0.465 Ha
Expectation value of S² ... 6.02
Kohn-Sham gap (spin up / spin down) ... 0.355 / 0.202 hartree

Positions of all 55 atoms, in Å:
1 Pt 2.1355 -19.0600 5.4977
2 C -2.0941 -21.3467 2.9247
3 N -1.2886 -21.1406 4.1404
4 C -1.8619 -21.7358 5.3642
5 C -0.2508 -20.3676 4.1926
6 O 0.4054 -20.2492 5.3162
7 C 0.2856 -19.6610 2.9779
8 O 1.7078 -19.4566 3.2032
9 C 2.5315 -20.4932 2.6531
10 C 3.4880 -20.9430 3.6899
11 O 3.5845 -20.2641 4.7806
12 N 4.2289 -21.9922 3.5113
13 C 5.0867 -22.5960 4.5931
14 C 3.9630 -22.8118 2.4214
15 H -2.6463 -20.3966 2.7480
16 H -1.6275 -21.7067 1.9730
17 H -2.9125 -22.1123 3.0170
18 H -1.6739 -21.0372 6.2238
19 H -2.9412 -21.8253 5.2698
20 H -1.3817 -22.7039 5.5450
21 H 0.1701 -20.1987 2.0344
22 H -0.2011 -18.7154 2.8483
23 H 1.8598 -21.2745 2.3822
24 H 3.0068 -20.0991 1.7666
25 H 4.6087 -23.4654 5.0123
26 H 5.9842 -22.9637 4.1146
27 H 5.4113 -21.8965 5.3550
28 H 3.3454 -23.6405 2.6817
29 H 3.5622 -22.3549 1.5463
30 H 4.8681 -23.2719 2.0099
31 C -0.1308 -10.5918 5.5822
32 C 0.7738 -11.5616 4.7531
33 C 0.3741 -11.6629 3.2762
34 C 2.2695 -10.9330 4.7140
35 C 0.9692 -12.8325 5.3329
36 C 1.4410 -12.8926 6.6434
37 C 1.8284 -14.0321 7.3366
38 C 1.6680 -15.1827 6.5919
39 O 2.0479 -16.4762 6.8523
40 B 1.8057 -17.1268 5.6369
41 O 1.2858 -16.3585 4.6333
42 C 1.1498 -15.1447 5.2276
43 C 0.8744 -13.9750 4.5404
44 H -0.0943 -9.6260 5.1186
45 H 0.1638 -10.6297 6.6205
46 H -1.2481 -10.7946 5.5145
47 H 0.2259 -10.6135 2.9221
48 H -0.5775 -12.2148 3.2598
49 H 1.1306 -12.2137 2.7181
50 H 2.2037 -9.9568 4.2751
51 H 2.9864 -11.4392 4.0195
52 H 2.6528 -10.9769 5.7779
53 H 1.4544 -11.9472 7.1517
54 H 2.2125 -13.9667 8.3009
55 H 0.5944 -13.9878 3.4710

Force components x, y, z for each atom (eV/Å):
Pt -0.5 -2.4 -0.9
C -1.8 0.2 -1.5
N -0.7 -0.5 -0.3
C 0.5 0.8 1.3
C 0.5 -0.7 0.6
O -0.4 0.0 -0.5
C 1.0 -0.5 -0.1
O -0.6 0.9 0.2
C -0.8 0.7 0.0
C 1.0 0.0 0.9
O 0.5 -0.4 0.2
N 0.1 1.0 2.3
C 0.5 0.4 -0.7
C 1.1 -2.2 -2.5
H 0.4 -0.6 -0.2
H 0.5 0.7 1.1
H 1.0 0.7 0.8
H 0.0 -0.8 -0.8
H 0.1 -0.1 -0.3
H -0.3 0.2 0.0
H -0.2 -0.1 0.2
H -0.1 0.8 0.1
H -0.2 -1.0 -0.4
H 0.4 0.0 -0.3
H -0.6 -0.1 0.2
H 0.2 0.0 -0.3
H -0.4 0.2 -0.1
H -0.7 -0.6 0.4
H -0.5 0.8 -0.3
H 0.2 0.2 0.4
C -1.3 -1.1 -0.7
C 0.3 2.4 -1.9
C -1.0 0.9 0.8
C 0.6 -1.2 1.2
C -0.1 -1.0 -1.1
C 0.3 -0.5 2.6
C -0.9 0.4 -2.0
C -0.1 -0.5 -0.8
O -0.5 1.0 -0.7
B 0.2 0.9 0.7
O -0.2 -0.2 0.7
C 0.6 2.1 -0.8
C -0.2 -2.4 0.3
H 0.6 0.7 0.2
H -0.1 0.6 0.2
H 1.4 -0.5 0.1
H 0.1 -1.1 -0.2
H 0.1 0.4 -0.5
H -0.1 0.4 -0.3
H -0.3 0.8 0.4
H -0.8 -0.3 0.8
H 0.0 0.7 -1.5
H 0.3 0.1 0.4
H 0.6 -0.2 1.5
H 0.2 0.0 1.0



Among the records above, which one has the highest energy relative to the best compared isomer or geometry (same formula, charge and spin)?
C18H27N3O3S